[1]
The following is a DFT calculation (the ωB97M-V functional and the def2-TZVPD basis) of a structure of composition C6H8OS2 in a non-equilibrium geometry.

```
17
Properties=species:S:1:pos:R:3:nbo_charge:R:1
C -0.659 1.660 0.060 -0.2124
C -1.629 1.448 0.951 -0.3678
C 1.365 -2.003 0.861 -0.3576
C 0.427 -1.081 0.765 -0.2704
C -0.269 0.679 -1.011 -0.5175
C -0.144 -0.765 -0.555 -0.2202
O -2.882 -0.232 -1.625 -0.9371
S -2.631 -0.016 1.173 0.0414
S -2.428 -1.115 -0.573 1.0131
H -0.506 2.666 -0.133 0.2157
H -1.933 2.340 1.608 0.2412
H 1.949 -2.170 1.825 0.2129
H 1.740 -2.424 -0.085 0.1986
H 0.132 -0.314 1.564 0.2374
H -1.107 0.589 -1.711 0.2755
H 0.551 0.890 -1.596 0.2238
H 0.290 -1.159 -1.497 0.2234
```

Summary:
Energy relative to the best compared isomer or geometry (same formula, charge and spin): 42.1 kcal per mole
Lowest unoccupied orbital energy: 0.070 eV
Kohn-Sham gap: 8.653 eV
E: -1104.9092 hartree
F_max: 3.24 eV/A

[2]
The following is a DFT calculation (the ωB97M-V functional and the def2-TZVPD basis) of a structure of composition C7H5N10SSe3TaTe.

```
28
Properties=species:S:1:pos:R:3:nbo_charge:R:1
Ta 1.109 0.339 1.400 0.9055
N -2.347 0.877 0.392 -0.5764
C -2.107 -0.033 1.376 0.4900
N -3.038 -0.758 1.955 -0.3585
N -2.375 -1.515 2.851 -0.0266
N -1.125 -1.281 2.820 -0.1181
N -0.885 -0.315 1.866 -0.5521
C -1.406 1.773 -0.047 0.4707
N -1.674 2.770 -0.855 -0.3563
N -0.486 3.388 -1.031 -0.0483
N 0.443 2.811 -0.371 -0.0905
N -0.112 1.745 0.295 -0.5289
H -3.306 1.044 0.135 0.4424
S 2.852 0.685 -0.346 -0.0143
C 1.746 -0.239 -1.309 0.1028
C 1.825 -0.542 -2.666 -0.2612
C 0.822 -1.310 -3.218 -0.1214
C -0.232 -1.767 -2.426 -0.2582
C -0.252 -1.426 -1.095 0.0673
N 0.721 -0.676 -0.563 -0.5501
H 2.654 -0.169 -3.251 0.2417
H 0.854 -1.558 -4.271 0.2290
H -1.023 -2.376 -2.839 0.2349
H -1.034 -1.751 -0.421 0.2254
Se 1.924 -2.133 1.850 -0.0949
Se 1.509 -0.882 3.750 0.2088
Te 3.360 0.820 3.295 0.4742
Se 1.583 2.479 2.728 -0.1367
```

Summary:
Energy relative to the best compared isomer or geometry (same formula, charge and spin): 0.0 kcal per mole
Lowest unoccupied orbital energy: -1.768 eV
Kohn-Sham gap: 6.798 eV
E: -8744.9576 hartree
F_max: 0.31 eV/A

[3]
The following is a DFT calculation (the ωB97M-V functional and the def2-TZVPD basis) of a structure of composition C6H16N2O2 in a non-equilibrium geometry.

```
26
Properties=species:S:1:pos:R:3:nbo_charge:R:1
C 0.800 -0.030 0.195 0.0232
C -0.866 -0.039 -0.558 0.2270
C 1.489 1.286 -0.174 -0.6184
C 1.557 -1.240 -0.349 -0.6225
C -1.693 0.990 0.198 -0.6441
C -0.701 0.335 -2.025 -0.6402
N 0.718 -0.216 1.590 0.1156
N -1.435 -1.311 -0.422 -0.8672
O -0.696 -1.220 2.151 -0.7727
O 0.460 0.975 2.243 -0.5273
H 0.534 0.727 3.178 0.4852
H -0.180 -1.828 2.693 0.4612
H -0.999 -2.023 -0.992 0.3573
H -1.487 -1.583 0.573 0.4196
H 1.733 1.288 -1.234 0.2202
H 2.421 1.376 0.384 0.2133
H 0.874 2.153 0.050 0.2250
H 1.548 -1.255 -1.437 0.2097
H 1.118 -2.165 0.022 0.2220
H 2.597 -1.208 -0.020 0.2145
H -2.681 1.031 -0.265 0.2164
H -1.811 0.698 1.239 0.2370
H -1.246 1.982 0.152 0.2040
H -0.334 1.350 -2.143 0.2121
H -0.036 -0.347 -2.552 0.2034
H -1.682 0.273 -2.497 0.2258
```

Summary:
Energy relative to the best compared isomer or geometry (same formula, charge and spin): 125.6 kcal per mole
Lowest unoccupied orbital energy (spin up / spin down): 0.359 / 0.359 eV
Kohn-Sham gap (spin up / spin down): 8.376 / 8.377 eV
E: -498.0528 hartree
F_max: 3.39 eV/A

> Which value of F_max does entry 3 give?

3.39 eV/A

> Which of these has the lowest F_max?

C7H5N10SSe3TaTe

> Which value of F_max does entry 1 give?

3.24 eV/A

> What is the energy relative to the best compared isomer or geometry (same formula, charge and spin) in the first record?

42.1 kcal per mole